Computed, not measured: 16 unconnected molecules or ions with the total composition C55H70BCl12F12N2O7S2 at a distorted geometry, with the ωB97M-V functional and the def2-TZVPD basis.

Bonds (Å) are listed after each position.
Geometry (Å):
1 C -2.6320 1.6284 1.4153  C2 1.496, H11 1.090, H12 1.090, H13 1.090
2 C -1.5223 0.6684 1.1219  C1 1.496, C3 1.533, H14 1.090, H15 1.090
3 C -0.2969 1.1179 0.3170  C2 1.533, N4 1.534, H16 1.090, H17 1.090
4 N 0.7626 0.0440 0.0384  C3 1.534, C5 1.551, C9 1.536, C10 1.576
5 C 0.0826 -1.0667 -0.8048  N4 1.551, C6 1.496, H18 1.090, H19 1.090
6 C 0.9590 -2.1561 -1.3361  C5 1.496, C7 1.564, H20 1.090, H21 1.090
7 C 2.0909 -1.5489 -2.2293  C6 1.564, C8 1.528, H22 1.090, H23 1.090
8 C 2.8533 -0.4554 -1.4829  C7 1.528, C9 1.560, H24 1.090, H25 1.090
9 C 1.9113 0.5957 -0.8184  N4 1.536, C8 1.560, H26 1.090, H27 1.090
10 C 1.3368 -0.6221 1.3458  N4 1.576, H28 1.090, H29 1.090, H30 1.090
11 H -3.3449 1.7152 0.5952  C1 1.090
12 H -2.3108 2.6496 1.6206  C1 1.090
13 H -3.1737 1.4436 2.3429  C1 1.090
14 H -1.9956 -0.2406 0.7508  C2 1.090
15 H -1.0750 0.3219 2.0536  C2 1.090
16 H 0.1873 1.8892 0.9160  C3 1.090
17 H -0.6139 1.6629 -0.5721  C3 1.090
18 H -0.5015 -0.6214 -1.6102  C5 1.090
19 H -0.7199 -1.4879 -0.1992  C5 1.090
20 H 0.3989 -2.9221 -1.8724  C6 1.090
21 H 1.4590 -2.6467 -0.5010  C6 1.090
22 H 1.6518 -1.1659 -3.1505  C7 1.090
23 H 2.7607 -2.3263 -2.5969  C7 1.090
24 H 3.4775 0.0109 -2.2452  C8 1.090
25 H 3.6283 -0.8210 -0.8093  C8 1.090
26 H 1.4627 1.2392 -1.5753  C9 1.090
27 H 2.5182 1.2655 -0.2091  C9 1.090
28 H 2.1254 -1.2158 0.8835  C10 1.090
29 H 0.5109 -1.1093 1.8640  C10 1.090
30 H 1.7498 0.2334 1.8802  C10 1.090
31 N 3.2553 -3.8440 1.0589  S32 1.509, S36 1.652
32 S 4.1228 -3.1984 2.1119  N31 1.509, O33 1.470, O34 1.424, F35 1.624, S36 2.358
33 O 4.5275 -1.8011 1.8979  S32 1.470
34 O 5.0150 -4.0106 2.8685  S32 1.424
35 F 2.9558 -2.9645 3.2173  S32 1.624
36 S 4.4938 -4.4096 0.1236  N31 1.652, S32 2.358, O37 1.453, O38 1.475, F39 1.611
37 O 4.8103 -5.8163 0.3059  S36 1.453
38 O 5.5811 -3.4857 -0.2486  S36 1.475
39 F 3.6317 -4.4203 -1.2376  S36 1.611
40 B 2.4025 4.1973 0.7801  F41 1.389, F42 1.367, F43 1.368, F44 1.389
41 F 2.1451 4.1644 2.1447  B40 1.389
42 F 2.9369 5.4040 0.4231  B40 1.367
43 F 3.4008 3.3286 0.4325  B40 1.368
44 F 1.2525 3.8160 0.1018  B40 1.389
45 C -0.0373 -4.2827 1.9530  Cl46 1.776, Cl47 1.741, H48 1.090, H49 1.090
46 Cl -0.5608 -5.8717 2.5486  C45 1.776
47 Cl -1.3914 -3.2365 1.6330  C45 1.741
48 H 0.5010 -3.8617 2.8021  C45 1.090
49 H 0.6538 -4.4711 1.1314  C45 1.090
50 C -1.3225 4.5219 -2.5927  Cl51 1.778, Cl52 1.779, H53 1.090, H54 1.090
51 Cl -2.3481 3.0924 -2.3332  C50 1.778
52 Cl -2.3896 5.9302 -2.3862  C50 1.779
53 H -0.5561 4.5085 -1.8177  C50 1.090
54 H -0.9232 4.4082 -3.6006  C50 1.090
55 C -2.0892 0.1955 -5.1950  Cl56 1.753, Cl57 1.718, H58 1.090, H59 1.090
56 Cl -0.5440 -0.3016 -4.5323  C55 1.753
57 Cl -3.1770 -1.1132 -5.4314  C55 1.718
58 H -2.4413 1.0346 -4.5950  C55 1.090
59 H -1.9416 0.6028 -6.1953  C55 1.090
60 C -0.3542 6.1994 1.8308  Cl61 1.819, Cl62 1.741, H63 1.090, H64 1.090
61 Cl -0.8258 7.7756 2.6058  C60 1.819
62 Cl -1.6884 5.3455 1.1079  C60 1.741
63 H 0.4056 6.3352 1.0612  C60 1.090
64 H 0.0256 5.5642 2.6310  C60 1.090
65 C 1.7629 3.0106 4.8387  Cl66 1.789, Cl67 1.833, H68 1.090, H69 1.090
66 Cl 1.4906 2.5124 6.5353  C65 1.789
67 Cl 0.4581 2.3404 3.7394  C65 1.833
68 H 1.7612 4.0972 4.7528  C65 1.090
69 H 2.7746 2.7173 4.5584  C65 1.090
70 C -4.0181 -2.6380 -2.3486  Cl71 1.875, Cl72 1.815, H73 1.090, H74 1.090
71 Cl -2.3353 -3.3331 -2.7950  C70 1.875
72 Cl -3.9157 -1.3236 -1.1008  C70 1.815
73 H -4.4760 -2.2269 -3.2482  C70 1.090
74 H -4.5317 -3.4855 -1.8946  C70 1.090
75 C -0.1810 -5.9104 -1.2595  C76 1.520, H82 1.090, H83 1.090, H84 1.090
76 C 1.1064 -6.5535 -0.7709  C75 1.520, O77 1.434, H85 1.090, H86 1.090
77 O 0.7529 -7.5555 0.1922  C76 1.434, C78 1.362
78 C 1.7949 -8.0758 0.8975  O77 1.362, O79 1.253, O80 1.337
79 O 3.0142 -7.8717 0.6951  C78 1.253
80 O 1.3252 -8.9928 1.7493  C78 1.337, C81 1.378
81 C -0.0083 -9.2340 2.0015  O80 1.378, H87 1.090, H88 1.090, H89 1.090
82 H 0.0024 -5.1924 -2.0588  C75 1.090
83 H -0.7392 -5.5357 -0.4015  C75 1.090
84 H -0.8255 -6.6881 -1.6692  C75 1.090
85 H 1.5759 -5.6828 -0.3132  C76 1.090
86 H 1.6151 -6.9028 -1.6694  C76 1.090
87 H -0.1349 -10.0498 2.7133  C81 1.090
88 H -0.5233 -9.4643 1.0689  C81 1.090
89 H -0.4614 -8.3192 2.3835  C81 1.090
90 F -1.6102 -3.6590 4.9384  C91 1.376
91 C -0.7301 -2.8094 5.5680  F90 1.376, C92 1.420, C96 1.344
92 C 0.0531 -3.3200 6.6366  C91 1.420, C93 1.403, H97 1.080
93 C 0.9976 -2.4858 7.2530  C92 1.403, C94 1.413, H98 1.080
94 C 1.2642 -1.2329 6.6561  C93 1.413, C95 1.396, H99 1.080
95 C 0.5269 -0.7573 5.5705  C94 1.396, C96 1.393, H100 1.080
96 C -0.5109 -1.5647 5.1110  C91 1.344, C95 1.393, H101 1.080
97 H -0.0994 -4.3094 7.0417  C92 1.080
98 H 1.5170 -2.8518 8.1263  C93 1.080
99 H 2.1090 -0.6898 7.0534  C94 1.080
100 H 0.6997 0.2524 5.2284  C95 1.080
101 H -1.1378 -1.1435 4.3390  C96 1.080
102 F -0.5414 -7.6590 -5.4485  C103 1.345
103 C -0.1314 -6.3895 -5.2768  F102 1.345, C104 1.360, C108 1.408
104 C 1.1051 -6.2275 -4.7351  C103 1.360, C105 1.402, H109 1.080
105 C 1.5365 -4.9253 -4.4472  C104 1.402, C106 1.386, H110 1.080
106 C 0.7283 -3.8248 -4.6852  C105 1.386, C107 1.362, H111 1.080
107 C -0.4535 -4.0473 -5.3241  C106 1.362, C108 1.375, H112 1.080
108 C -0.9321 -5.2937 -5.6529  C103 1.408, C107 1.375, H113 1.080
109 H 1.7255 -7.0491 -4.4089  C104 1.080
110 H 2.4491 -4.7439 -3.8987  C105 1.080
111 H 1.1314 -2.8392 -4.5051  C106 1.080
112 H -1.0687 -3.1775 -5.5012  C107 1.080
113 H -1.9184 -5.4885 -6.0473  C108 1.080
114 F 8.8667 -0.7635 -1.6502  C115 1.361
115 C 8.1840 0.2508 -1.0524  F114 1.361, C116 1.402, C120 1.406
116 C 7.0216 -0.0769 -0.3402  C115 1.402, C117 1.380, H121 1.080
117 C 6.1563 0.8965 0.1169  C116 1.380, C118 1.406, H122 1.080
118 C 6.4919 2.2440 -0.1061  C117 1.406, C119 1.392, H123 1.080
119 C 7.7428 2.5670 -0.6249  C118 1.392, C120 1.376, H124 1.080
120 C 8.5637 1.6007 -1.1591  C115 1.406, C119 1.376, H125 1.080
121 H 6.8096 -1.1326 -0.2569  C116 1.080
122 H 5.2016 0.6677 0.5671  C117 1.080
123 H 5.8183 3.0147 0.2383  C118 1.080
124 H 8.0707 3.5908 -0.7282  C119 1.080
125 H 9.4799 1.8809 -1.6576  C120 1.080
126 F -8.1143 2.3518 1.1005  C127 1.359
127 C -7.6981 3.5023 0.5095  F126 1.359, C128 1.408, C132 1.384
128 C -8.3623 4.7241 0.7291  C127 1.408, C129 1.389, H133 1.080
129 C -7.8723 5.8520 0.0843  C128 1.389, C130 1.382, H134 1.080
130 C -6.8076 5.8180 -0.7962  C129 1.382, C131 1.392, H135 1.080
131 C -6.0665 4.6426 -0.8801  C130 1.392, C132 1.373, H136 1.080
132 C -6.5937 3.5034 -0.3240  C127 1.384, C131 1.373, H137 1.080
133 H -9.2498 4.6866 1.3435  C128 1.080
134 H -8.4148 6.7833 0.1543  C129 1.080
135 H -6.5151 6.7572 -1.2420  C130 1.080
136 H -5.1862 4.6973 -1.5034  C131 1.080
137 H -5.9569 2.6361 -0.4169  C132 1.080
138 F -5.3891 2.4874 4.2463  C139 1.332
139 C -5.6329 3.7529 3.9095  F138 1.332, C140 1.373, C144 1.404
140 C -6.5595 4.5114 4.5811  C139 1.373, C141 1.406, H145 1.080
141 C -6.7226 5.8884 4.3460  C140 1.406, C142 1.402, H146 1.080
142 C -5.9076 6.5101 3.3900  C141 1.402, C143 1.389, H147 1.080
143 C -4.9940 5.7428 2.6788  C142 1.389, C144 1.408, H148 1.080
144 C -4.8954 4.3518 2.8751  C139 1.404, C143 1.408, H149 1.080
145 H -7.1193 4.0430 5.3772  C140 1.080
146 H -7.5342 6.4564 4.7760  C141 1.080
147 H -6.1310 7.5405 3.1561  C142 1.080
148 H -4.4789 6.2834 1.8985  C143 1.080
149 H -4.1438 3.8215 2.3091  C144 1.080
150 F 0.5581 6.5219 -5.2333  C151 1.400
151 C 1.1729 5.3003 -4.9318  F150 1.400, C152 1.413, C156 1.376
152 C 1.2290 4.3138 -5.9420  C151 1.413, C153 1.446, H157 1.080
153 C 1.7944 3.0269 -5.6026  C152 1.446, C154 1.431, H158 1.080
154 C 2.3051 2.8203 -4.2824  C153 1.431, C155 1.407, H159 1.080
155 C 2.2542 3.8583 -3.3341  C154 1.407, C156 1.409, H160 1.080
156 C 1.7347 5.1193 -3.6893  C151 1.376, C155 1.409, H161 1.080
157 H 0.9037 4.5432 -6.9460  C152 1.080
158 H 1.8430 2.3036 -6.4031  C153 1.080
159 H 2.5784 1.8160 -3.9943  C154 1.080
160 H 2.6450 3.6554 -2.3479  C155 1.080
161 H 1.6598 5.8160 -2.8675  C156 1.080

Computed properties:
- Energy: -10316.1078 Ha
- Highest occupied orbital energy: -6.91 eV
- E_LUMO: 1.35 eV
- Charge: -1

Results of the Mulliken charge analysis, in e, for atoms 1 through 5:
1 C -1.9941
2 C 1.4099
3 C 0.8206
4 N 0.9981
5 C -0.4519